(1)
{"formula": "C42H105F6N7O14PSr", "method": "ωB97M-V/def2-TZVPD", "orbital_gap_ev": 6.57, "charge": 1, "species": ["Sr", "P", "F", "F", "F", "F", "F", "F", "C", "O", "C", "C", "N", "C", "C", "O", "C", "H", "H", "H", "H", "H", "H", "H", "H", "H", "H", "H", "H", "H", "H", "H", "C", "O", "C", "C", "N", "C", "C", "O", "C", "H", "H", "H", "H", "H", "H", "H", "H", "H", "H", "H", "H", "H", "H", "H", "C", "O", "C", "C", "N", "C", "C", "O", "C", "H", "H", "H", "H", "H", "H", "H", "H", "H", "H", "H", "H", "H", "H", "H", "C", "O", "C", "C", "N", "C", "C", "O", "C", "H", "H", "H", "H", "H", "H", "H", "H", "H", "H", "H", "H", "H", "H", "H", "C", "O", "C", "C", "N", "C", "C", "O", "C", "H", "H", "H", "H", "H", "H", "H", "H", "H", "H", "H", "H", "H", "H", "H", "C", "O", "C", "C", "N", "C", "C", "O", "C", "H", "H", "H", "H", "H", "H", "H", "H", "H", "H", "H", "H", "H", "H", "H", "C", "O", "C", "C", "N", "C", "C", "O", "C", "H", "H", "H", "H", "H", "H", "H", "H", "H", "H", "H", "H", "H", "H", "H"], "xyz": [[-16.732, 1.501, 38.312], [-14.790, -0.474, 34.919], [-13.663, 0.646, 35.246], [-14.187, -1.423, 36.110], [-15.860, 0.118, 36.058], [-15.954, -1.522, 34.344], [-15.364, 0.767, 34.071], [-13.678, -0.914, 33.752], [-9.717, -7.175, 38.447], [-10.936, -6.466, 38.006], [-12.111, -7.211, 38.434], [-13.426, -6.504, 37.864], [-13.288, -5.068, 37.825], [-13.755, -4.437, 36.506], [-15.282, -4.435, 36.446], [-15.877, -5.702, 35.883], [-17.255, -6.049, 36.103], [-9.679, -7.300, 39.529], [-8.735, -6.945, 38.032], [-9.611, -8.179, 38.034], [-12.018, -7.133, 39.517], [-12.105, -8.267, 38.163], [-14.395, -6.659, 38.338], [-13.489, -6.940, 36.867], [-12.282, -4.990, 37.837], [-13.345, -5.003, 35.670], [-13.352, -3.429, 36.410], [-15.723, -3.570, 35.950], [-15.673, -4.333, 37.458], [-17.324, -6.979, 36.668], [-17.823, -5.962, 35.176], [-17.730, -5.401, 36.839], [-10.596, 4.157, 34.992], [-10.740, 3.621, 33.664], [-11.485, 2.353, 33.507], [-12.902, 2.784, 33.114], [-12.989, 3.608, 31.860], [-12.565, 2.803, 30.711], [-13.284, 3.121, 29.425], [-12.701, 4.250, 28.776], [-11.351, 4.015, 28.305], [-10.783, 3.397, 35.751], [-11.327, 4.922, 35.251], [-9.568, 4.494, 35.120], [-11.390, 1.751, 34.410], [-10.934, 1.956, 32.654], [-13.294, 3.397, 33.925], [-13.357, 1.813, 32.917], [-12.193, 4.217, 31.983], [-12.906, 1.772, 30.807], [-11.478, 2.723, 30.723], [-14.308, 3.387, 29.688], [-13.357, 2.236, 28.794], [-11.247, 4.758, 27.515], [-11.144, 2.998, 27.969], [-10.508, 4.098, 28.990], [-14.763, -0.653, 41.003], [-15.553, -0.500, 39.849], [-16.008, -1.724, 39.308], [-17.542, -1.671, 39.212], [-17.846, -0.934, 38.046], [-19.234, -0.581, 38.145], [-19.467, 0.257, 36.816], [-18.622, 1.377, 36.769], [-18.533, 1.976, 35.403], [-14.431, 0.320, 41.365], [-13.984, -1.407, 40.884], [-15.263, -1.182, 41.813], [-15.845, -2.672, 39.822], [-15.566, -1.862, 38.322], [-18.078, -1.319, 40.093], [-17.724, -2.744, 39.265], [-17.775, -1.577, 37.270], [-19.567, 0.030, 38.984], [-19.899, -1.443, 38.083], [-20.530, 0.492, 36.853], [-19.321, -0.284, 35.881], [-18.463, 1.206, 34.635], [-17.698, 2.670, 35.302], [-19.437, 2.538, 35.169], [-10.050, 2.718, 41.347], [-9.625, 1.850, 40.311], [-9.559, 2.325, 38.975], [-9.157, 1.224, 38.022], [-10.235, 0.260, 37.929], [-10.474, -0.449, 36.665], [-11.208, -1.730, 36.901], [-10.326, -2.485, 37.790], [-9.326, -3.235, 37.200], [-9.321, 3.522, 41.447], [-10.321, 2.209, 42.272], [-11.056, 2.963, 41.004], [-8.857, 3.158, 38.985], [-10.464, 2.803, 38.600], [-8.340, 0.607, 38.396], [-8.698, 1.583, 37.100], [-9.954, -0.521, 38.504], [-9.526, -0.644, 36.162], [-10.984, 0.305, 36.065], [-11.447, -2.219, 35.957], [-12.042, -1.483, 37.558], [-9.750, -4.093, 36.678], [-8.725, -3.739, 37.958], [-8.736, -2.710, 36.449], [-15.136, 2.716, 41.326], [-15.013, 2.340, 39.907], [-13.656, 2.533, 39.467], [-13.568, 2.029, 38.027], [-14.614, 2.639, 37.222], [-14.665, 4.110, 37.279], [-15.997, 4.627, 36.658], [-17.050, 3.958, 37.455], [-18.246, 4.726, 37.502], [-15.074, 3.791, 41.495], [-14.291, 2.464, 41.966], [-16.024, 2.320, 41.819], [-12.960, 1.967, 40.085], [-13.364, 3.583, 39.497], [-13.471, 0.948, 37.925], [-12.581, 2.418, 37.776], [-14.478, 2.378, 36.256], [-13.736, 4.423, 36.801], [-14.651, 4.549, 38.276], [-16.074, 4.588, 35.571], [-16.037, 5.704, 36.824], [-19.132, 4.153, 37.776], [-18.697, 4.928, 36.531], [-18.332, 5.677, 38.028], [-18.460, 0.692, 31.166], [-18.278, 2.084, 31.002], [-17.027, 2.655, 31.536], [-16.995, 4.107, 31.143], [-15.890, 4.873, 31.746], [-15.985, 6.274, 31.265], [-14.996, 7.191, 32.086], [-15.238, 8.661, 31.959], [-14.481, 9.560, 32.819], [-18.204, 0.391, 32.182], [-17.847, 0.127, 30.464], [-19.513, 0.568, 30.910], [-16.042, 2.312, 31.218], [-16.948, 2.478, 32.608], [-17.825, 4.695, 31.534], [-17.095, 4.363, 30.088], [-14.988, 4.582, 31.397], [-16.984, 6.700, 31.358], [-15.621, 6.395, 30.245], [-13.957, 6.995, 31.823], [-15.181, 7.091, 33.156], [-14.713, 9.188, 33.818], [-14.818, 10.558, 32.542], [-13.417, 9.512, 32.589], [-19.324, -3.681, 27.225], [-18.695, -2.455, 27.339], [-17.967, -1.954, 26.194], [-17.070, -0.756, 26.412], [-16.036, -1.180, 27.240], [-15.204, -0.139, 27.768], [-14.662, -0.480, 29.207], [-15.679, -1.002, 30.041], [-15.328, -0.911, 31.421], [-18.433, -4.309, 27.200], [-19.940, -3.676, 26.325], [-19.991, -3.836, 28.073], [-18.706, -1.755, 25.417], [-17.314, -2.782, 25.917], [-17.600, 0.126, 26.772], [-16.411, -0.412, 25.614], [-16.341, -1.601, 28.106], [-15.633, 0.856, 27.653], [-14.357, -0.058, 27.087], [-14.409, 0.495, 29.624], [-13.769, -1.086, 29.054], [-14.872, 0.014, 31.774], [-14.581, -1.659, 31.686], [-16.323, -1.191, 31.765]], "mulliken_charge": [1.70, 1.73, -0.28, -0.21, -0.26, -0.50, -0.29, -0.43, -0.98, -0.27, -0.74, -0.60, -0.39, 0.24, -0.34, -0.43, -0.74, 0.39, 0.33, 0.34, 0.41, 0.44, 0.35, 0.28, 0.26, 0.51, -0.58, 0.44, 0.17, 0.32, 0.29, 0.21, -0.17, -0.41, 0.52, -0.07, 0.53, -0.61, -0.27, -0.47, -0.84, -0.24, 0.24, 0.34, -0.80, 0.32, 0.27, -0.67, 0.38, 0.26, 0.50, -0.15, 0.55, 0.30, 0.36, 0.27, -0.91, 0.08, -0.05, -0.90, 0.11, -0.91, -0.94, -0.19, -0.46, 0.08, 0.36, 0.38, 0.66, -0.40, 0.29, 0.39, -0.04, 0.46, 0.48, 0.37, 0.57, 0.13, -0.16, 0.56, -0.45, -0.35, -0.29, -1.05, 0.08, 0.19, 0.14, -0.54, -0.66, 0.32, 0.25, 0.00, 0.59, 0.01, 0.51, 0.50, 0.25, 0.38, -0.83, 0.50, -0.32, 0.25, 0.32, 0.26, -1.33, 0.11, -1.75, 0.65, 2.17, -1.00, -1.10, 0.03, -1.25, 0.33, 0.43, 0.39, 0.97, 0.55, -0.42, -0.62, -1.28, 0.33, 0.45, 0.44, 0.59, 0.33, 0.42, 0.37, 0.15, -0.55, 1.52, -0.95, 0.33, -0.89, -0.11, -0.40, -0.62, -0.14, -0.17, 0.32, -0.45, -0.56, 0.54, 0.36, -0.36, 0.48, 0.35, 0.28, 0.04, 0.26, 0.22, 0.26, -0.72, -0.26, -0.72, -0.51, -0.32, -1.26, 0.36, -0.46, -0.77, 0.34, 0.27, 0.19, 0.45, 0.37, 0.34, 0.35, 0.39, 0.41, 0.42, -0.33, 0.35, 0.08, 0.57, 0.19]}


(2)
{"formula": "H4N3P", "method": "ωB97M-V/def2-TZVPD", "orbital_gap_ev": [7.07, 7.77], "smiles": "N/N=N/P", "species": ["N", "N", "N", "P", "H", "H", "H", "H"], "xyz": [[1.269, -0.396, -1.287], [1.294, -0.309, 0.007], [-0.392, -0.105, 0.166], [-0.939, 0.776, 1.429], [0.411, -0.211, -1.679], [2.051, -0.839, -1.737], [-1.509, -0.269, 2.180], [-2.186, 1.355, 0.921]], "mulliken_charge": [-0.07, -0.13, -0.37, -0.07, 0.30, 0.26, 0.03, 0.04]}


Record order is preserved below.
Energy relative to the best compared isomer or geometry (same formula, charge and spin): 139.70, 83.50 kcal/mol
Record order is preserved below.
DFT total energy: -110769.5824, -13818.6168 eV